[1]
DFT (ωB97M-V/def2-TZVPD) results for 2 unconnected molecules or ions with the total composition C5H14 at a distorted geometry.

SMILES string ... CCC.CC
Energy above the lowest of the compared OMol25 structures with the same formula, charge and spin ... 83.5 kJ/mol
Orbital gap ... 12.2355 eV

The geometry in ORCA input format:
```
! RIJCOSX wB97M-V def2-TZVPD def2/J DEFGRID3
* xyz 0 1
C -0.182 2.341 -0.230
C 0.930 1.547 0.474
C -1.566 1.703 0.038
H -0.134 3.383 0.091
H 0.089 2.360 -1.285
H 0.726 0.480 0.383
H -2.083 1.641 -0.928
H 1.084 1.780 1.528
H 1.904 1.693 -0.003
H -1.448 0.734 0.497
H -2.241 2.444 0.464
C 0.652 -2.235 0.532
C 0.054 -2.822 -0.734
H 0.969 -1.214 0.388
H 0.088 -2.395 1.446
H 1.653 -2.649 0.705
H 0.691 -3.559 -1.206
H -0.210 -2.042 -1.465
H -0.978 -3.191 -0.695
*
```

***

[2]
DFT (ωB97M-V/def2-TZVPD) results for a single C17H29N5O7 molecule.

SMILES string ... COCCOCC(=O)NC[C@@]1(OC)CCN(C(=O)CCCn2c(O)nnc2O)C1
Energy above the lowest of the compared OMol25 structures with the same formula, charge and spin ... 16.4 kJ/mol
Orbital gap ... 9.5103 eV

The geometry in ORCA input format:
```
! RIJCOSX wB97M-V def2-TZVPD def2/J DEFGRID3
* xyz 0 1
C 0.253 4.471 1.073
O 1.386 3.834 0.529
C 1.080 3.118 -0.644
C 2.284 2.316 -1.053
O 2.559 1.349 -0.042
C 3.536 0.401 -0.462
C 2.897 -0.668 -1.352
O 3.329 -0.925 -2.465
N 1.815 -1.229 -0.786
C 0.908 -2.106 -1.474
C -0.262 -1.366 -2.150
O 0.163 -0.540 -3.214
C 0.745 -1.204 -4.325
C -1.355 -2.383 -2.513
C -2.113 -2.587 -1.201
N -1.929 -1.317 -0.495
C -2.554 -1.101 0.683
O -3.219 -1.979 1.215
C -2.455 0.304 1.273
C -2.778 0.337 2.770
C -1.556 0.669 3.622
N -0.436 -0.201 3.278
C 0.609 0.098 2.450
O 0.864 1.360 2.133
N 1.236 -0.967 2.060
N 0.570 -2.063 2.631
C -0.397 -1.568 3.324
O -1.304 -2.222 4.054
C -0.995 -0.437 -1.179
H 0.572 4.993 1.972
H -0.174 5.195 0.369
H -0.518 3.738 1.338
H 0.229 2.444 -0.468
H 0.805 3.800 -1.460
H 2.073 1.811 -2.003
H 3.155 2.966 -1.179
H 4.341 0.884 -1.016
H 3.937 -0.057 0.443
H 1.669 -1.072 0.213
H 1.448 -2.684 -2.225
H 0.503 -2.809 -0.743
H 0.855 -0.453 -5.104
H 1.731 -1.602 -4.082
H 0.093 -2.000 -4.699
H -2.004 -1.941 -3.271
H -0.956 -3.319 -2.903
H -3.175 -2.784 -1.350
H -1.716 -3.411 -0.605
H -1.468 0.724 1.073
H -3.152 0.925 0.704
H -3.567 1.055 2.994
H -3.155 -0.646 3.055
H -1.206 1.687 3.453
H -1.776 0.557 4.683
H 1.584 1.391 1.459
H -1.203 -3.165 3.868
H -0.299 0.045 -0.491
H -1.503 0.335 -1.766
*
```

***

[3]
DFT (ωB97M-V/def2-TZVPD) results for 2 unconnected molecules or ions with the total composition C6H10N2.

SMILES string ... C=CN=C.C=CN=C
Energy above the lowest of the compared OMol25 structures with the same formula, charge and spin ... 308.3 kJ/mol
Orbital gap ... 10.1027 eV

The geometry in ORCA input format:
```
! RIJCOSX wB97M-V def2-TZVPD def2/J DEFGRID3
* xyz 0 1
C 1.087 2.525 1.436
C 1.211 2.584 0.112
C 1.660 0.411 2.119
N 1.844 1.654 2.236
H 0.510 3.247 2.000
H 1.851 1.867 -0.385
H 0.687 3.313 -0.484
H 2.263 -0.295 2.680
H 0.921 0.017 1.414
C -2.190 -1.767 -1.056
C -1.650 -2.592 -0.162
C -0.518 -0.942 -2.365
N -1.651 -1.489 -2.315
H -3.140 -1.291 -0.843
H -0.712 -3.087 -0.373
H -2.136 -2.809 0.777
H -0.066 -0.709 -3.322
H 0.029 -0.639 -1.469
*
```

***

[4]
DFT (ωB97M-V/def2-TZVPD) results for 7 unconnected molecules or ions with the total composition C55H76BF4N10O2 at a distorted geometry.

Orbital gap ... 5.2774 eV

The geometry in ORCA input format:
```
! RIJCOSX wB97M-V def2-TZVPD def2/J DEFGRID3
* xyz 9 1
C -2.428 -0.872 1.340
C -1.611 -2.095 1.748
O -0.524 -2.406 1.384
N -2.299 -2.802 2.940
H -2.857 -2.043 3.333
H -2.868 -3.552 2.535
C -1.414 -3.296 4.102
H -2.283 -0.611 0.298
H -2.113 -0.119 2.069
H -3.494 -1.001 1.547
H -2.080 -3.870 4.744
H -0.952 -2.422 4.545
H -0.694 -3.997 3.689
C 10.893 -0.248 0.695
N 9.589 0.234 0.229
C 8.680 -0.643 -0.252
C 7.513 -0.189 -0.776
C 7.176 1.177 -0.810
C 8.168 2.059 -0.360
C 9.377 1.545 0.147
C 5.924 1.752 -1.406
C 6.032 2.873 -2.233
C 4.879 3.508 -2.656
N 3.690 2.892 -2.528
C 3.553 1.726 -1.888
C 4.638 1.155 -1.260
C 2.458 3.565 -3.030
H 11.612 -0.490 -0.089
H 10.886 -1.140 1.324
H 11.284 0.533 1.345
H 8.964 -1.683 -0.176
H 6.756 -0.794 -1.261
H 8.022 3.129 -0.290
H 10.152 2.193 0.536
H 6.961 3.356 -2.514
H 4.872 4.326 -3.365
H 2.611 1.194 -1.863
H 4.599 0.251 -0.668
H 2.049 4.126 -2.195
H 1.775 2.833 -3.449
H 2.712 4.256 -3.832
C 2.168 3.457 2.354
N 2.185 1.988 2.537
C 1.184 1.426 3.261
C 1.247 0.073 3.509
C 2.291 -0.722 3.008
C 3.307 -0.062 2.290
C 3.262 1.317 2.106
C 2.430 -2.143 3.378
C 2.161 -2.634 4.673
C 2.321 -3.959 5.014
N 2.730 -4.834 4.072
C 3.024 -4.461 2.822
C 2.924 -3.117 2.509
C 2.985 -6.266 4.431
H 2.269 3.761 1.315
H 2.946 3.826 3.022
H 1.205 3.855 2.663
H 0.478 2.139 3.657
H 0.625 -0.328 4.301
H 4.219 -0.610 2.092
H 4.042 1.899 1.636
H 1.769 -2.087 5.525
H 1.981 -4.312 5.980
H 3.463 -5.114 2.083
H 3.170 -2.779 1.509
H 3.519 -6.273 5.380
H 3.656 -6.749 3.724
H 2.045 -6.814 4.447
C -3.619 3.478 4.387
N -4.540 2.892 3.335
C -4.021 2.777 2.096
C -4.926 2.390 1.060
C -6.313 2.237 1.333
C -6.741 2.365 2.650
C -5.816 2.649 3.611
C -7.232 1.808 0.251
C -8.286 0.938 0.536
C -9.189 0.554 -0.453
N -8.966 0.876 -1.743
C -7.943 1.701 -2.036
C -7.129 2.270 -1.066
C -9.770 0.301 -2.848
H -3.012 4.281 3.979
H -3.104 2.651 4.861
H -4.296 4.008 5.058
H -2.969 2.958 1.948
H -4.510 2.286 0.068
H -7.781 2.231 2.915
H -6.176 2.950 4.590
H -8.431 0.560 1.538
H -10.122 0.046 -0.243
H -7.710 1.873 -3.078
H -6.351 2.915 -1.447
H -9.136 -0.374 -3.417
H -10.147 1.105 -3.475
H -10.596 -0.212 -2.363
C -1.716 -1.036 -3.517
N -1.322 -2.421 -3.185
C -0.550 -2.667 -2.108
C -0.171 -3.932 -1.711
C -0.653 -5.014 -2.501
C -1.430 -4.715 -3.625
C -1.804 -3.430 -3.939
C -0.400 -6.484 -2.202
C 0.836 -6.860 -1.654
C 1.100 -8.174 -1.342
N 0.129 -9.099 -1.556
C -0.981 -8.792 -2.194
C -1.291 -7.465 -2.575
C 0.280 -10.533 -1.082
H -2.691 -0.956 -3.990
H -1.000 -0.641 -4.239
H -1.652 -0.440 -2.610
H -0.311 -1.778 -1.538
H 0.581 -3.863 -0.939
H -1.743 -5.529 -4.265
H -2.332 -3.193 -4.853
H 1.572 -6.143 -1.318
H 2.019 -8.484 -0.869
H -1.622 -9.619 -2.478
H -2.220 -7.230 -3.073
H -0.707 -10.826 -0.740
H 1.086 -10.547 -0.353
H 0.617 -11.236 -1.847
C -3.033 6.264 -1.783
C -1.595 6.184 -2.137
C -1.138 7.161 -3.212
O 0.163 6.707 -3.597
C 0.534 7.188 -4.903
N -0.642 6.370 -0.949
H -0.868 7.240 -0.455
H -0.682 5.558 -0.338
H 0.286 6.520 -1.360
H -3.327 5.633 -0.938
H -3.653 5.887 -2.599
H -3.426 7.264 -1.588
H -1.291 5.184 -2.451
H -1.049 8.186 -2.838
H -1.782 7.140 -4.093
H 1.473 6.675 -5.102
H 0.488 8.265 -5.050
H -0.105 6.758 -5.686
B -0.963 2.294 -0.290
F -0.534 1.280 -1.201
F -0.139 3.425 -0.467
F -2.263 2.716 -0.654
F -1.061 1.806 1.001
*
```

***

[5]
DFT (ωB97M-V/def2-TZVPD) results for a molecular structure, C38H33Br5LuN5O6Se2 at a distorted geometry.

Energy above the lowest of the compared OMol25 structures with the same formula, charge and spin ... 243.0 kJ/mol
Orbital gap ... 2.7355 eV

The geometry in ORCA input format:
```
! RIJCOSX wB97M-V def2-TZVPD def2/J DEFGRID3
* xyz -2 1
Lu 11.745 -16.307 14.076
O 6.298 -15.824 13.945
C 6.712 -14.557 13.809
C 5.881 -13.543 14.293
C 6.365 -12.236 14.293
C 7.617 -11.964 13.838
C 8.409 -13.020 13.332
C 7.981 -14.312 13.289
C 8.949 -15.466 12.947
O 9.656 -16.030 14.003
N 9.918 -15.015 11.957
N 11.156 -15.612 11.851
C 11.835 -15.307 10.762
C 13.148 -15.800 10.486
Br 14.130 -16.402 11.970
C 13.751 -15.863 9.224
C 13.079 -15.791 7.954
C 13.888 -15.580 6.817
C 13.334 -15.512 5.533
C 11.976 -15.749 5.364
C 11.149 -15.917 6.468
C 11.680 -15.961 7.748
H 6.752 -16.499 13.359
H 4.894 -13.867 14.685
H 5.727 -11.466 14.697
H 8.094 -10.995 13.946
H 9.396 -12.784 13.022
H 8.339 -16.221 12.450
H 9.501 -14.541 11.150
H 11.336 -14.624 10.052
H 14.831 -15.992 9.251
H 14.952 -15.501 6.900
H 13.979 -15.326 4.653
H 11.586 -15.687 4.359
H 10.054 -15.944 6.361
H 11.046 -16.172 8.584
O 13.693 -15.481 15.563
C 13.847 -14.874 16.837
C 12.816 -13.717 17.040
C 13.160 -13.088 18.456
O 14.503 -12.685 18.559
C 12.907 -12.635 15.950
Se 12.010 -12.990 14.197
C 11.356 -14.173 17.138
Se 11.044 -16.098 17.122
H 13.862 -16.470 15.655
H 14.886 -14.405 16.828
H 13.741 -15.544 17.706
H 13.001 -13.810 19.274
H 12.470 -12.218 18.624
H 14.700 -11.953 18.004
H 13.903 -12.480 15.591
H 12.407 -11.719 16.303
H 10.803 -13.742 16.318
H 10.855 -13.927 18.130
Br 15.586 -22.305 15.084
C 14.146 -21.121 14.744
C 13.169 -21.502 13.790
Br 12.852 -23.344 13.535
C 12.339 -20.625 13.121
Br 11.059 -21.107 11.864
C 12.334 -19.268 13.573
O 11.674 -18.291 13.017
C 13.164 -18.939 14.712
O 12.918 -17.787 15.273
C 14.180 -19.852 15.188
Br 15.595 -19.102 16.146
C 4.858 -19.878 13.377
C 5.937 -19.022 13.579
N 6.417 -18.194 12.620
C 5.770 -18.163 11.466
C 4.622 -18.965 11.149
C 4.188 -19.859 12.181
C 4.004 -19.037 9.809
C 4.532 -18.569 8.635
C 5.348 -17.382 8.341
C 5.219 -16.145 9.038
C 6.050 -15.129 8.615
N 7.144 -15.340 7.834
C 7.080 -16.479 7.148
N 6.208 -17.478 7.298
H 4.624 -20.578 14.150
H 6.459 -19.038 14.527
H 6.210 -17.480 10.704
H 3.329 -20.506 11.974
H 3.032 -19.584 9.805
H 4.390 -19.195 7.722
H 4.522 -16.053 9.872
H 5.829 -14.057 8.775
H 7.855 -16.575 6.378
*
```

***

[6]
DFT (ωB97M-V/def2-TZVPD) results for a single CH6BNO molecule at a distorted geometry.

SMILES string ... CB(N)O
Energy above the lowest of the compared OMol25 structures with the same formula, charge and spin ... 44.9 kJ/mol
Orbital gap ... 10.6949 eV

The geometry in ORCA input format:
```
! RIJCOSX wB97M-V def2-TZVPD def2/J DEFGRID3
* xyz 0 1
B 0.141 0.006 0.163
C -0.535 0.554 -1.120
N -0.195 -1.090 0.920
O 1.534 0.767 0.447
H -1.288 1.364 -0.806
H -1.181 -0.211 -1.686
H 0.320 1.050 -1.679
H -1.170 -1.446 0.939
H 0.278 -1.700 1.603
H 2.098 0.704 1.218
*
```

***

[7]
DFT (ωB97M-V/def2-TZVPD) results for a molecular structure, C25H30As2N3O2S2Sr.

Energy above the lowest of the compared OMol25 structures with the same formula, charge and spin ... 19.0 kJ/mol
Orbital gap ... 7.0885 eV

The geometry in ORCA input format:
```
! RIJCOSX wB97M-V def2-TZVPD def2/J DEFGRID3
* xyz 1 1
Sr -0.387 -0.058 0.219
O -1.928 5.651 -0.196
C -0.605 5.649 0.026
C 0.051 6.880 -0.033
C 1.410 6.959 0.185
C 2.151 5.812 0.465
C 1.507 4.594 0.518
C 0.131 4.483 0.301
C -0.485 3.139 0.359
O 0.279 2.119 0.525
N -1.790 3.065 0.227
N -2.305 1.769 0.284
C -3.584 1.767 0.367
S -4.480 0.248 0.402
C -5.978 0.998 1.090
C -6.139 2.351 0.424
S -4.546 3.214 0.481
H -2.243 4.724 -0.110
H -0.536 7.762 -0.250
H 1.900 7.923 0.139
H 3.216 5.877 0.643
H 2.054 3.688 0.736
H -5.876 1.097 2.170
H -6.814 0.338 0.866
H -6.863 2.970 0.952
H -6.459 2.242 -0.612
C 3.545 1.137 -1.860
As 2.715 -0.063 -0.576
C 3.738 0.401 1.022
C 3.523 -1.791 -0.991
C 4.669 -1.869 -1.777
C 5.260 -3.092 -2.056
C 4.713 -4.256 -1.542
C 3.572 -4.191 -0.758
C 2.963 -2.970 -0.482
As 1.362 -2.947 0.639
C 0.444 -4.549 -0.001
C 2.118 -3.656 2.295
H 4.626 1.168 -1.731
H 3.141 2.135 -1.697
H 3.304 0.822 -2.874
H 4.805 0.336 0.818
H 3.487 -0.283 1.833
H 3.479 1.414 1.326
H 5.116 -0.971 -2.183
H 6.149 -3.135 -2.671
H 5.173 -5.213 -1.751
H 3.161 -5.111 -0.361
H 1.058 -5.437 0.129
H 0.198 -4.429 -1.055
H -0.479 -4.674 0.564
H 2.691 -4.559 2.088
H 1.318 -3.888 2.996
H 2.775 -2.912 2.742
C -4.047 -3.865 -1.246
C -3.646 -3.692 0.070
C -2.698 -2.725 0.349
N -2.146 -1.946 -0.585
C -2.539 -2.124 -1.850
C -3.481 -3.065 -2.226
H -4.789 -4.610 -1.503
H -4.059 -4.289 0.871
H -2.376 -2.567 1.374
H -2.087 -1.482 -2.598
H -3.762 -3.159 -3.265
*
```

***

[8]
DFT (ωB97M-V/def2-TZVPD) results for a molecular structure, C14H17N5O3S4W.

<S²> ... 2.016
Orbital gap (spin up / spin down) ... 7.2679 / 7.5371 eV

The geometry in ORCA input format:
```
! RIJCOSX wB97M-V def2-TZVPD def2/J DEFGRID3
* xyz 0 3
W -0.414 1.360 -0.102
C 2.719 0.720 0.154
C 1.973 -0.608 0.346
N 0.716 -0.582 -0.424
C 0.910 -0.898 -1.869
C -0.037 -0.122 -2.784
N -0.199 1.281 -2.355
C 0.877 2.213 -2.751
C 2.140 1.966 -1.945
N 1.839 1.723 -0.499
H 3.624 0.593 -0.444
H 3.019 1.113 1.123
H 1.694 -0.727 1.391
H 2.591 -1.458 0.047
H 0.090 -1.279 -0.030
H 0.773 -1.969 -2.033
H 1.948 -0.685 -2.116
H -1.025 -0.577 -2.760
H 0.341 -0.169 -3.811
H -1.071 1.671 -2.711
H 0.487 3.213 -2.570
H 1.102 2.109 -3.818
H 2.799 2.831 -2.030
H 2.697 1.114 -2.327
H 1.981 2.617 -0.042
S -2.202 -0.304 -0.194
C -1.843 -1.275 1.232
C -2.366 -2.564 1.323
C -2.136 -3.351 2.443
C -2.672 -4.680 2.487
N -3.099 -5.746 2.491
C -1.367 -2.841 3.499
C -0.845 -1.560 3.413
C -1.067 -0.764 2.290
S -0.416 0.869 2.260
C -1.095 -3.634 4.663
N -0.855 -4.253 5.600
H -2.963 -2.959 0.512
H -0.257 -1.172 4.234
O -1.651 3.755 -1.919
S -1.845 3.857 -0.485
O -2.669 4.916 -0.011
O -2.235 2.485 0.076
S 0.008 3.771 0.447
*
```